Formula: C5H6N2
Source: the Open Molecules 2025 dataset
Level of theory: ωB97M-V/def2-TZVPD

Positions of all 13 atoms, in Å:
C  0.0470  0.5365  -0.6845
C  -1.2600  0.2607  -0.4210
C  -1.5633  -0.7342  0.4861
C  -2.6657  0.2766  0.2251
C  2.2498  -0.3653  -0.0267
N  0.3308  -0.9167  1.0881
N  0.8260  -0.2394  0.1230
H  0.5991  1.4370  -1.1551
H  -2.9910  1.1574  0.8512
H  -3.6607  -0.2549  -0.1982
H  2.7102  -1.0229  0.6757
H  2.5809  -0.7388  -1.0521
H  2.7968  0.6041  0.0883

## Properties
E   -303.34620 a.u.

Formula: C5H6N2
Source: the Open Molecules 2025 dataset
Level of theory: ωB97M-V/def2-TZVPD

Positions of all 13 atoms, in Å:
N  2.5720  -0.9447  1.4795
C  1.7705  -0.2562  1.0165
C  0.6655  0.5261  0.4860
C  0.3316  0.5431  -1.0143
C  -1.0947  0.3467  -0.5162
C  -1.1909  -0.9944  0.0658
N  -0.6661  0.0427  0.9422
H  0.7223  1.5657  0.8202
H  0.7321  -0.3114  -1.5706
H  0.5714  1.4555  -1.5599
H  -1.7571  1.1511  -0.2288
H  -0.4886  -1.7545  -0.2754
H  -2.1680  -1.3698  0.3548

## Properties
E   -303.51905 a.u.

Formula: C5H6N2
Source: the Open Molecules 2025 dataset
Level of theory: ωB97M-V/def2-TZVPD

Positions of all 13 atoms, in Å:
C  -1.3916  -1.9277  -0.2352
C  0.6517  1.2413  0.6975
C  -0.4754  -0.7806  0.0691
N  0.5984  -0.7299  0.6672
N  0.2646  1.8136  1.7156
C  1.2839  1.5164  -0.4995
C  1.8776  1.7521  -1.5242
H  0.5416  1.4529  2.6272
H  -0.8961  0.2806  -0.1671
H  -1.6174  -1.9480  -1.3033
H  -0.9174  -2.8646  0.0499
H  -2.3344  -1.8106  0.3033
H  2.4146  2.0046  -2.4006

## Properties
E   -303.43405 a.u.

Formula: C5H6N2
Source: the Open Molecules 2025 dataset
Level of theory: ωB97M-V/def2-TZVPD

Positions of all 13 atoms, in Å:
N  -0.7031  2.8360  0.7615
C  -1.1699  1.7668  0.6986
C  -1.5865  0.4216  0.6301
C  -0.1371  -0.1202  -1.1490
C  1.2696  -0.4954  -0.8192
C  0.6498  -1.0227  0.5093
N  -0.6253  -0.3807  0.0315
H  -2.2947  -0.0004  1.3228
H  -0.6764  0.4075  -1.9264
H  1.8281  -1.1528  -1.4862
H  1.8489  0.4137  -0.6044
H  0.6009  -2.1090  0.5935
H  0.9955  -0.5645  1.4377

## Properties
E   -303.49816 a.u.

Formula: C5H6N2
Source: the Open Molecules 2025 dataset
Level of theory: ωB97M-V/def2-TZVPD

Positions of all 13 atoms, in Å:
C  -1.8578  -0.5111  -0.2030
C  -0.8251  0.4402  -0.7590
N  -0.6351  1.7124  -0.0412
C  0.3267  0.9156  -0.0605
C  1.7342  0.5290  0.4953
C  2.0996  -0.8766  0.7043
N  2.5086  -0.4199  -0.3904
H  -2.1534  -0.0435  0.7065
H  -1.5268  -1.6140  -0.0193
H  -2.7408  -0.4322  -0.8688
H  -0.8464  0.5291  -1.8416
H  2.0832  1.4248  0.9920
H  1.8331  -1.6540  1.2856

## Properties
Structure (SMILES)   C[C@H]1N=C1[C@H]1C=N1
E   -303.46627 a.u.

Formula: C5H6N2
Source: the Open Molecules 2025 dataset
Level of theory: ωB97M-V/def2-TZVPD

Positions of all 13 atoms, in Å:
C  1.7497  0.3592  -0.0257
C  0.7110  1.2760  0.0962
C  -0.8060  1.0298  -0.2776
C  -1.6031  0.0341  0.6048
N  -1.0374  -0.4972  -0.6099
N  -0.0610  -1.3435  -0.1106
C  1.1785  -0.9706  0.0961
H  2.7344  0.6889  0.3535
H  0.8648  2.3322  0.2394
H  -1.2447  1.6659  -0.8487
H  -1.1713  -0.5528  1.4657
H  -2.6347  0.1935  0.6530
H  1.7601  -1.8134  0.2187

## Properties
Structure (SMILES)   C1=C[C@@H]2CN2N=C1
E   -303.46200 a.u.

Formula: C5H6N2
Source: the Open Molecules 2025 dataset
Level of theory: ωB97M-V/def2-TZVPD

Positions of all 13 atoms, in Å:
N  0.0961  1.3589  2.8777
C  -0.1745  0.6495  1.9908
C  -0.5276  -0.2447  0.9685
C  -1.2827  0.1010  -0.3052
C  -0.0750  -0.4312  -1.0771
C  1.2304  0.2325  -0.7731
N  0.6518  -0.7655  0.1613
H  0.5483  -1.5995  0.7530
H  -1.5169  1.1522  -0.4766
H  -2.1785  -0.5080  -0.4641
H  -0.1106  -1.1315  -1.9097
H  1.2506  1.2451  -0.3706
H  2.0886  -0.0587  -1.3750

## Properties
E   -303.44326 a.u.

Formula: C5H6N2
Source: the Open Molecules 2025 dataset
Level of theory: ωB97M-V/def2-TZVPD

Positions of all 13 atoms, in Å:
C  2.3404  0.0320  0.2513
C  -0.2865  2.0974  0.4116
C  -0.1025  1.1230  -0.4447
C  0.9305  -0.4566  0.1460
C  -0.9678  -1.9086  -0.0907
N  3.2080  0.7977  0.1627
N  0.4051  -1.5909  0.2098
H  -0.9660  2.8239  0.0493
H  0.3694  2.1160  1.2783
H  -0.5727  0.9220  -1.3760
H  -1.5573  -2.4014  0.7670
H  -1.0486  -2.5757  -0.9779
H  -1.7519  -0.9789  -0.3869

## Properties
E   -303.47907 a.u.